ORCA calculation (the ωB97M-V functional and the def2-TZVPD basis) on 7 unconnected molecules or ions with the total composition C63H133N7O7 in a non-equilibrium geometry.

## Properties
HOMO-LUMO gap: 8.51 eV
Total charge: 0
Energy above the lowest of the compared OMol25 structures with the same formula, charge and spin: 10.6 kcal/mol
Lowest unoccupied orbital energy: 0.01874 Ha
HOMO: -8.002 eV
SMILES string: CC1(C)CCCC(C)(C)N1O.CC1(C)CCCC(C)(C)N1O.CC1(C)CCCC(C)(C)N1O.CC1(C)CCCC(C)(C)N1O.CC1(C)CCCC(C)(C)N1O.CC1(C)CCCC(C)(C)N1O.CC1(C)CCCC(C)(C)N1O

```
210
Properties=species:S:1:pos:R:3:forces:R:3:mulliken_charge:R:1
O 21.879 -17.600 20.364 -0.5 -0.2 -0.8 -0.096
O 13.455 -23.951 25.741 0.0 -0.3 -0.2 -0.546
O 10.238 -18.647 21.922 -0.3 0.1 0.2 -0.623
O 23.409 -19.610 22.585 -0.1 0.1 -0.8 -0.275
O 14.564 -20.939 21.415 0.1 0.4 0.2 -0.172
O 9.818 -15.517 15.608 -0.2 0.0 -0.5 -0.566
O 19.535 -20.802 13.674 0.1 0.4 0.3 -0.482
N 9.047 -16.670 15.930 0.3 0.2 0.9 0.965
N 18.997 -21.617 14.690 -0.3 -1.7 -0.3 0.464
N 15.037 -20.212 20.289 0.5 -0.7 -0.3 0.640
N 14.808 -23.710 26.093 -0.2 0.6 0.9 0.324
N 23.217 -20.840 23.258 -0.1 0.5 1.3 0.017
N 21.768 -16.249 20.740 1.1 0.2 1.4 0.300
N 10.645 -17.371 22.383 0.8 0.5 -0.2 1.168
C 15.906 -18.408 21.829 -1.0 0.3 0.0 -0.892
C 15.498 -23.109 24.970 0.1 1.1 -0.5 2.265
C 17.810 -22.426 17.114 0.1 -1.2 0.0 1.020
C 22.644 -15.393 19.960 -0.2 0.7 -0.7 1.591
C 17.049 -22.565 15.790 -0.1 1.4 1.0 -1.463
C 6.879 -17.633 16.297 -0.1 -0.8 0.0 -1.001
C 14.420 -19.116 18.220 0.5 -0.4 -0.7 -0.204
C 15.304 -23.875 23.651 0.0 -1.0 0.5 -1.643
C 10.628 -14.960 23.880 0.1 0.1 -0.4 -0.803
C 21.188 -22.387 15.361 -0.2 0.5 -0.1 -2.124
C 17.671 -24.008 26.048 -0.3 0.5 -0.9 -0.788
C 21.827 -21.289 23.129 -0.2 0.3 0.3 2.556
C 8.930 -19.087 15.963 0.8 -0.5 -0.9 -1.001
C 10.071 -18.013 24.726 -1.1 -0.1 0.5 -1.827
C 17.381 -20.204 20.897 -0.6 -0.2 0.9 -1.880
C 19.458 -16.066 19.854 0.1 -0.7 -0.4 -1.685
C 24.100 -15.851 20.127 0.1 -0.1 -0.1 -1.679
C 16.953 -21.971 13.397 0.5 0.2 -0.7 -1.910
C 8.259 -16.553 22.376 -0.8 -0.4 0.3 -1.867
C 21.673 -22.530 23.997 0.4 -1.2 -0.5 -1.231
C 12.815 -19.098 20.138 -0.6 0.3 -0.6 -2.093
C 19.287 -22.725 16.866 -0.9 0.7 0.1 -1.450
C 10.210 -14.968 22.411 0.1 -0.4 0.4 -1.208
C 11.080 -17.882 16.281 0.0 -0.6 -1.1 -1.933
C 15.310 -17.950 18.600 -0.7 0.6 -0.3 -0.994
C 22.564 -13.961 20.528 -0.5 -0.4 0.7 -1.203
C 20.382 -14.478 21.629 0.3 0.5 0.4 -1.311
C 20.180 -20.405 16.511 0.2 0.3 0.5 -1.516
C 16.487 -18.463 19.394 0.2 0.0 0.0 1.123
C 9.740 -16.323 20.406 0.6 -0.6 0.5 -2.457
C 19.875 -16.804 22.148 -0.2 -0.6 0.2 -1.634
C 14.614 -24.713 28.285 -0.9 0.3 -0.3 -1.883
C 7.215 -15.215 16.579 0.6 0.0 0.2 -1.971
C 16.819 -24.536 27.173 0.9 -0.9 1.1 -1.615
C 25.614 -21.019 23.623 0.1 0.7 0.1 -1.965
C 22.777 -23.561 23.752 -0.5 -0.3 -0.4 -0.771
C 7.439 -18.965 15.784 -0.6 0.4 0.6 -0.812
C 16.140 -19.321 20.625 0.6 0.2 -0.1 2.409
C 19.875 -21.746 15.853 0.6 0.0 -0.5 1.831
C 12.310 -18.395 23.794 0.6 -0.6 0.4 -2.436
C 13.317 -21.211 18.928 -0.2 -0.3 0.2 -2.263
C 9.763 -17.869 15.488 -0.6 -0.2 1.0 1.510
C 22.284 -15.281 18.468 0.2 0.1 -0.6 -1.945
C 21.154 -13.474 20.802 -0.6 0.4 -0.7 -0.748
C 24.626 -22.128 21.650 -0.2 -0.2 -0.7 -1.677
C 15.321 -24.783 26.926 1.2 -0.5 0.2 1.824
C 7.629 -16.431 15.733 -1.2 0.6 -0.2 1.315
C 16.981 -22.873 25.267 0.5 -0.9 0.5 -0.974
C 13.916 -19.888 19.425 -0.4 -0.1 0.3 1.952
C 21.386 -21.530 21.678 -0.2 -0.3 -0.3 -1.586
C 15.131 -26.196 26.345 -0.9 -0.1 -0.1 -1.641
C 14.894 -21.706 24.775 -0.3 0.2 -0.3 -2.353
C 24.360 -21.718 23.098 0.5 -0.2 -0.1 1.547
C 20.399 -15.880 21.050 -0.5 -0.5 0.0 1.805
C 7.159 -16.144 14.296 0.6 -0.8 -0.8 -1.786
C 17.022 -20.163 15.129 -1.5 -0.5 -0.3 -1.513
C 9.708 -16.346 21.952 -0.6 0.6 -0.8 1.785
C 17.539 -21.556 14.740 0.1 0.2 0.5 1.556
C 9.969 -17.945 13.980 0.2 0.2 0.0 -1.748
C 11.107 -17.450 23.770 0.6 -1.0 0.0 2.014
C 11.616 -16.082 24.193 -0.6 0.8 0.0 -1.107
C 20.935 -20.206 23.739 0.4 0.7 0.2 -2.032
C 24.135 -22.954 23.977 0.8 -0.5 -0.1 -1.235
H 9.292 -19.903 15.322 -0.1 -0.1 0.2 0.372
H 18.418 -15.983 20.173 0.0 0.3 -0.1 0.453
H 19.742 -17.827 21.788 0.1 0.1 -0.1 -0.208
H 12.510 -19.595 21.057 0.3 0.1 0.1 0.752
H 17.112 -17.641 19.741 0.0 0.0 0.0 -0.853
H 9.137 -15.511 20.008 -0.1 0.0 -0.1 0.607
H 13.559 -24.502 28.085 0.0 -0.3 0.2 0.359
H 19.854 -22.621 17.793 0.1 -0.2 0.0 0.392
H 18.292 -19.611 20.815 0.1 -0.2 -0.3 -0.044
H 17.169 -21.981 25.870 -0.5 0.3 -0.2 0.416
H 21.110 -20.482 17.084 -0.1 0.0 0.1 0.496
H 15.356 -26.240 25.283 0.1 -0.1 0.0 0.340
H 18.889 -16.479 22.492 0.1 0.2 0.0 0.526
H 10.883 -17.726 17.339 0.1 0.5 0.0 -0.011
H 17.944 -24.820 25.366 0.0 0.0 0.0 0.340
H 12.552 -15.847 23.681 0.1 -0.2 0.0 0.349
H 19.394 -20.101 17.206 0.0 0.0 0.0 -0.040
H 19.668 -15.479 18.963 -0.1 0.5 0.3 0.157
H 14.957 -23.882 28.900 0.2 -0.1 0.0 0.414
H 10.783 -16.206 20.098 -0.1 0.2 -0.1 0.302
H 11.940 -19.053 19.468 0.1 -0.2 0.1 0.499
H 24.670 -15.573 19.241 0.1 -0.1 0.0 0.365
H 9.592 -18.906 24.319 0.1 0.0 -0.2 0.361
H 10.635 -18.772 13.727 -0.2 -0.2 0.0 0.432
H 23.049 -14.015 21.508 0.3 0.4 -0.2 0.398
H 9.816 -15.004 16.421 0.1 -0.1 0.1 0.329
H 17.466 -22.758 24.295 0.1 0.3 0.1 0.194
H 13.114 -18.095 23.119 -0.1 0.2 0.0 -0.065
H 21.438 -14.617 18.291 -0.2 -0.2 0.1 0.395
H 8.993 -18.070 13.516 0.1 -0.2 -0.3 0.370
H 23.756 -22.601 21.191 0.0 0.0 0.1 0.367
H 19.598 -17.095 19.499 -0.1 0.0 0.2 0.396
H 17.173 -23.022 13.198 -0.2 0.0 0.1 0.450
H 22.095 -16.232 17.966 0.0 -0.1 0.2 0.266
H 17.639 -21.473 17.615 0.1 0.2 -0.2 -0.965
H 8.083 -16.369 23.438 0.1 0.1 0.0 0.337
H 22.574 -17.983 20.909 -0.1 0.0 0.3 0.111
H 19.346 -23.748 16.491 0.2 0.0 0.0 0.417
H 14.081 -26.473 26.486 0.0 0.0 -0.3 0.356
H 7.897 -17.567 22.185 0.3 -0.1 0.0 0.331
H 7.858 -15.479 13.785 -0.2 0.3 0.1 0.310
H 20.531 -16.856 23.018 0.1 0.2 -0.1 0.577
H 11.041 -14.700 21.753 0.1 0.2 0.2 0.427
H 20.973 -19.307 23.121 -0.4 -0.1 -0.1 0.235
H 14.844 -21.138 25.706 0.0 -0.3 0.2 0.491
H 15.021 -19.786 17.586 0.0 -0.1 0.2 -0.274
H 21.996 -20.943 20.994 -0.1 0.0 0.0 0.378
H 9.233 -19.398 16.964 -0.3 0.4 0.2 0.366
H 25.726 -20.011 23.213 0.0 -0.2 -0.3 0.373
H 15.065 -17.731 21.627 0.2 0.0 -0.1 0.242
H 19.973 -21.429 13.090 -0.1 0.0 -0.1 0.353
H 9.417 -17.297 20.035 -0.3 0.2 -0.2 0.489
H 23.052 -13.271 19.842 0.4 0.0 0.2 0.354
H 11.099 -13.999 24.099 -0.1 0.0 0.2 0.412
H 11.737 -17.173 15.780 0.3 0.2 0.7 0.503
H 21.702 -21.692 14.693 0.2 -0.1 0.1 0.465
H 16.773 -17.785 22.048 0.2 -0.2 0.0 -0.164
H 10.442 -17.053 13.564 -0.1 0.1 0.2 0.364
H 10.827 -18.789 21.175 0.0 -0.2 0.0 0.256
H 15.509 -24.938 23.805 0.3 0.1 -0.1 0.284
H 5.817 -17.644 16.028 0.1 0.5 -0.2 0.354
H 13.554 -18.884 17.595 0.0 0.4 0.1 -0.241
H 20.610 -13.261 19.872 0.1 -0.2 0.0 0.326
H 15.699 -26.974 26.853 0.2 0.3 0.2 0.405
H 6.864 -17.608 17.392 0.4 0.0 0.0 0.388
H 7.724 -14.297 16.277 -0.1 0.0 -0.2 0.480
H 9.413 -14.233 22.290 0.0 0.0 -0.3 0.406
H 24.872 -21.276 21.014 0.0 0.1 0.2 0.316
H 20.342 -21.245 21.519 0.1 0.1 0.1 -0.053
H 21.309 -19.877 24.714 0.1 -0.3 0.0 0.568
H 9.261 -17.310 24.938 0.1 0.1 -0.1 0.345
H 21.672 -22.300 25.063 -0.2 0.3 0.0 0.397
H 25.442 -22.850 21.570 0.1 0.1 0.2 0.438
H 14.101 -21.958 18.795 0.1 0.2 -0.3 0.427
H 24.187 -16.925 20.277 0.0 0.0 -0.2 0.293
H 26.509 -21.571 23.336 0.0 -0.1 0.1 0.413
H 24.588 -15.375 20.979 -0.2 0.0 0.1 0.381
H 6.919 -19.738 16.356 0.1 -0.2 -0.2 0.393
H 21.823 -22.602 16.221 0.1 0.0 -0.1 0.424
H 15.981 -23.537 22.866 -0.2 0.2 -0.1 0.210
H 15.140 -21.710 21.466 -0.1 -0.1 -0.1 0.183
H 11.782 -16.063 25.272 0.3 -0.3 0.0 0.397
H 7.146 -19.080 14.739 0.1 -0.1 -0.1 0.375
H 20.836 -14.481 22.628 0.0 -0.3 0.0 0.365
H 10.458 -18.308 25.705 0.4 0.1 -0.1 0.434
H 13.895 -21.799 24.346 0.0 0.2 0.1 0.619
H 16.034 -22.236 16.044 -0.2 -0.5 -0.4 0.393
H 20.977 -23.308 14.818 0.0 -0.1 0.0 0.453
H 25.604 -20.872 24.706 -0.1 -0.3 0.0 0.418
H 21.178 -12.503 21.305 0.1 -0.1 0.1 0.448
H 14.696 -17.189 19.097 0.3 -0.1 0.4 0.329
H 17.285 -25.491 27.459 -0.4 -0.2 -0.2 0.384
H 12.611 -21.658 19.633 0.0 0.2 0.1 0.290
H 17.083 -19.964 16.199 0.8 0.4 -0.1 0.063
H 15.927 -20.187 15.006 0.1 0.0 -0.3 0.449
H 17.400 -23.182 17.795 0.1 0.1 0.1 0.452
H 12.724 -18.435 24.810 0.0 0.3 -0.1 0.608
H 24.930 -23.665 23.716 -0.1 0.0 -0.1 0.464
H 20.754 -23.046 23.709 -0.3 0.4 0.3 0.388
H 23.111 -14.800 17.935 0.0 -0.1 0.1 0.554
H 17.059 -23.590 15.426 0.1 0.0 0.0 0.361
H 6.136 -15.777 14.231 0.1 0.3 0.3 0.452
H 14.254 -23.862 23.364 0.1 0.3 -0.3 0.398
H 17.122 -19.028 18.700 -0.1 -0.2 0.1 -0.603
H 19.348 -14.167 21.795 0.0 0.0 -0.2 0.439
H 17.401 -21.425 12.562 0.0 0.2 0.2 0.374
H 12.109 -19.448 23.576 -0.5 0.2 -0.2 0.549
H 16.994 -24.025 28.127 -0.3 0.8 -0.4 0.423
H 17.362 -20.592 21.926 0.0 0.1 0.0 0.118
H 19.913 -20.552 23.895 0.0 0.0 -0.3 0.193
H 20.321 -19.589 15.803 -0.1 -0.2 -0.2 0.324
H 15.597 -18.968 22.712 0.3 -0.1 0.0 0.045
H 9.729 -15.043 24.497 0.1 0.0 0.1 0.367
H 22.714 -23.930 22.719 0.1 0.3 0.0 0.286
H 17.377 -19.405 14.435 0.4 0.2 0.4 0.410
H 6.143 -15.053 16.489 0.0 0.0 0.1 0.430
H 15.684 -17.430 17.713 0.0 -0.2 -0.1 0.536
H 24.368 -22.715 25.018 -0.5 0.2 0.1 0.350
H 21.435 -22.582 21.381 0.3 0.0 0.0 0.346
H 7.148 -17.053 13.681 0.1 0.0 0.2 0.314
H 12.942 -23.395 26.335 0.0 0.1 0.0 0.367
H 15.482 -21.085 24.093 0.1 -0.3 -0.2 0.119
H 12.771 -21.055 17.995 0.1 0.0 0.0 0.324
H 15.886 -21.762 13.342 -0.1 -0.3 0.2 0.363
H 18.584 -23.577 26.453 0.3 -0.3 0.0 0.441
H 7.578 -15.909 21.813 0.2 0.2 0.0 0.470
H 7.494 -15.385 17.624 -0.2 -0.1 0.0 0.250
H 17.343 -21.086 20.256 0.4 0.2 -0.3 0.555
H 14.647 -25.647 28.843 0.2 0.0 0.0 0.388
H 11.548 -18.872 16.219 -0.1 0.0 -0.2 0.489
H 22.557 -24.472 24.315 0.3 0.2 0.4 0.477
H 23.795 -19.015 23.235 -0.1 -0.1 0.2 0.295
H 13.055 -18.045 20.299 0.2 -0.1 0.4 0.346
```
Positions in Å, forces in eV/Å.